Entry from OMol25: a cluster of 2 separate species, CH4INS in total (ωB97M-V/def2-TZVPD).

Output
Maximum force ... 0.73 eV/A
DFT total energy ... -790.99442 hartree
Energy above the lowest of the compared OMol25 structures with the same formula, charge and spin ... 76.5 kcal/mol
Orbital gap (alpha / beta) ... 7.714 / 8.443 eV
Charge ... 0
HOMO (alpha / beta) ... -0.2962 / -0.3100 Ha

The geometry in XYZ format:
```
8
CH4INS (ωB97M-V/def2-TZVPD)
C 1.4364 -0.0084 0.5767
N -1.2017 -0.5069 0.5156
S -2.0051 0.6965 -0.1729
I 2.2607 -1.8834 0.7411
H 1.2781 0.5446 1.4786
H 1.5237 0.4828 -0.3753
H -1.0380 -1.3098 -0.0771
H -1.9834 0.4337 -1.5159
```

Entry from OMol25: a cluster of 2 separate species, C2H3NO in total at a distorted geometry (ωB97M-V/def2-TZVPD).

Output
Maximum force ... 1.88 eV/A
DFT total energy ... -207.83781 hartree
Energy above the lowest of the compared OMol25 structures with the same formula, charge and spin ... 100.3 kcal/mol
Orbital gap ... 9.991 eV
Charge ... 0
HOMO ... -0.3967 Ha

The geometry in XYZ format:
```
7
C2H3NO (ωB97M-V/def2-TZVPD)
O -0.5609 1.0850 -0.1513
C -0.1302 -0.7901 0.0937
C 1.1471 -0.1831 0.0618
N 1.6812 0.8472 -0.0477
H -1.3172 1.7092 -0.2589
H -0.3801 -1.4448 -0.7522
H -0.4399 -1.2234 1.0547
```

Entry from OMol25: a structure of composition C6H9AlMgO5 at a distorted geometry (ωB97M-V/def2-TZVPD).

Output
Expectation value of S² ... 0.754
Maximum force ... 3.69 eV/A
DFT total energy ... -1052.57310 hartree
Orbital gap (alpha / beta) ... 7.232 / 7.029 eV
Charge ... +1
HOMO (alpha / beta) ... -0.4551 / -0.4548 Ha
Spin multiplicity ... 2

The geometry in XYZ format:
```
22
C6H9AlMgO5 (ωB97M-V/def2-TZVPD)
O -1.1679 -1.6820 1.7554
C -2.1935 -0.8419 1.3260
C -2.4330 -0.9819 -0.1761
O -1.2244 -1.1262 -0.8763
Al 0.2180 -1.3798 0.3894
H -3.1460 -1.0238 1.8599
H -3.0438 -1.8854 -0.3610
O 0.1149 1.5118 -1.7653
C -0.0584 2.0488 -0.5746
C 0.4730 1.5943 0.5984
O 1.1721 0.3779 0.6388
C 2.4794 0.3467 0.0161
C 2.6045 -0.9999 -0.6092
O 1.5031 -1.4578 -1.2278
Mg 0.0384 -0.3796 -2.1039
H -0.4700 3.0700 -0.5398
H 0.5796 2.2193 1.4832
H 3.2609 0.5338 0.7663
H 2.5012 1.1642 -0.7280
H 3.5810 -1.4222 -0.8616
H -1.8856 0.2863 1.4982
H -2.9034 0.0275 -0.5082
```